(1)
The following is a quantum chemistry calculation of a molecular structure, C2H6BrHfOS in a non-equilibrium geometry, from the Open Molecules 2025 dataset.

Its total charge is +3. As for the spin multiplicity: 1. For the largest force on an atom, the calculation gives 4.02 eV Å⁻¹. As for the relative energy (zero: lowest compared OMol25 entry of this formula, charge and spin): 500.8 kJ/mol.

Last column: natural (NBO) charge in e.
Cartesian coordinates (Å):
Hf -4.10 -4.25 0.22  2.061
Br -2.65 -1.88 0.11  -0.511
C -0.14 0.95 1.10  -0.778
S 0.23 1.30 -0.67  1.528
O 1.11 2.49 -0.73  -0.415
C 1.38 -0.12 -1.07  -0.696
H -0.90 0.17 1.21  0.275
H -0.39 1.88 1.62  0.326
H 0.80 0.61 1.55  0.317
H 2.39 0.13 -0.74  0.322
H 1.24 -0.32 -2.13  0.300
H 1.02 -0.95 -0.46  0.270



(2)
The following is a quantum chemistry calculation of a single C2H6BrNO2P2S molecule in a non-equilibrium geometry, from the Open Molecules 2025 dataset.

The structure (SMILES) is N=[PH2][C@@H](Br)OC(=O)[PH2]=S. As for the spin multiplicity: 1. For the largest force on an atom, the calculation gives 1.57 eV Å⁻¹.

Last column: natural (NBO) charge in e.
Cartesian coordinates (Å):
N -0.88 2.90 -0.61  -1.292
P 0.14 1.71 -0.69  1.315
C -0.63 0.15 -1.31  -0.309
Br -0.75 0.16 -3.22  0.082
O 0.11 -0.99 -0.89  -0.525
C -0.32 -1.56 0.24  0.531
O -1.43 -2.00 0.40  -0.512
P 0.87 -1.73 1.66  0.737
S 2.69 -1.14 1.39  -0.542
H -1.00 3.21 0.34  0.379
H 1.19 1.98 -1.57  -0.048
H 0.70 1.31 0.54  -0.057
H -1.63 0.13 -0.92  0.239
H 0.20 -1.06 2.69  -0.001
H 0.75 -3.09 1.96  0.003



(3)
The following is a quantum chemistry calculation of a single C2H6BrP molecule in a non-equilibrium geometry, from the Open Molecules 2025 dataset.

The structure (SMILES) is C[C@H](P)Br. As for the spin multiplicity: 1. For the largest force on an atom, the calculation gives 3.82 eV Å⁻¹. As for the relative energy (zero: lowest compared OMol25 entry of this formula, charge and spin): 172.7 kJ/mol.

Last column: natural (NBO) charge in e.
Cartesian coordinates (Å):
C 0.45 -0.74 0.11  -0.647
C 0.70 0.57 -0.72  -0.513
P -0.89 1.60 -0.88  0.309
Br 1.34 0.00 -2.46  0.011
H -0.63 -0.83 0.42  0.220
H 1.08 -0.47 1.07  0.213
H 0.79 -1.77 -0.28  0.240
H 1.38 1.19 -0.23  0.215
H -1.89 0.52 -1.09  -0.016
H -1.18 1.54 0.50  -0.034



(4)
The following is a quantum chemistry calculation of a single C2H6Cl2NOPS molecule in a non-equilibrium geometry, from the Open Molecules 2025 dataset.

The structure (SMILES) is CS(C)(=O)=NP(Cl)Cl. As for the spin multiplicity: 1. For the largest force on an atom, the calculation gives 5.04 eV Å⁻¹. As for the relative energy (zero: lowest compared OMol25 entry of this formula, charge and spin): 12.5 kJ/mol.

Last column: natural (NBO) charge in e.
Cartesian coordinates (Å):
C -1.28 -0.84 -0.95  -0.865
C -1.01 1.57 0.39  -0.862
N 0.78 -0.47 0.76  -1.234
O 0.70 0.78 -1.54  -0.945
P 2.74 -0.72 0.46  0.929
S 0.03 0.29 -0.40  2.013
Cl 3.27 -0.10 2.30  -0.284
Cl 2.86 -2.64 0.52  -0.245
H -0.75 -1.71 -1.35  0.252
H -1.87 -1.09 0.06  0.251
H -1.81 -0.33 -1.74  0.234
H -0.49 2.54 0.20  0.260
H -1.96 1.41 -0.20  0.231
H -1.20 1.30 1.49  0.266



Number 1: E_HOMO -19.086 eV, E_LUMO -17.155 eV, DFT total energy -3173.6991 Eh. Number 2: E_HOMO -9.323 eV, E_LUMO -0.498 eV, DFT total energy -3939.8799 Eh. Number 3: E_HOMO -9.631 eV, E_LUMO 0.945 eV, DFT total energy -2995.1197 Eh. Number 4: E_HOMO -9.083 eV, E_LUMO 0.585 eV, DFT total energy -1869.6842 Eh.